Molecular formula: C15H7N3O9Pt
Method: DFT, ωB97M-V with the def2-TZVPD basis set

Last column: natural (NBO) charge in e.
Cartesian coordinates (Å):
Pt: 0.56 0.97 0.07  1.1766
O: -3.80 -3.10 -4.03  -0.7653
C: -4.02 -1.92 -3.77  0.7558
O: -4.88 -1.14 -4.16  -0.7528
C: -2.99 -1.28 -2.74  -0.0769
C: -2.34 -2.08 -1.81  -0.2358
C: -1.47 -1.48 -0.91  0.0239
N: -1.24 -0.19 -0.93  -0.4992
C: -1.85 0.59 -1.81  0.0867
C: -2.76 0.08 -2.73  -0.2008
C: -1.52 2.10 -1.78  0.7503
O: -2.21 2.86 -2.43  -0.6734
O: -0.52 2.44 -1.08  -0.7328
H: -2.51 -3.15 -1.80  0.2281
H: -0.96 -2.06 -0.15  0.1891
H: -3.27 0.75 -3.40  0.2562
O: 3.95 -0.10 -1.55  -0.6593
C: 2.88 0.15 -1.01  0.7644
O: 1.74 0.28 -1.56  -0.6626
C: 2.77 0.32 0.52  -0.1704
C: 3.58 1.16 1.26  -0.1144
C: 3.43 1.22 2.65  -0.2444
C: 2.57 0.38 3.31  -0.1610
C: 1.78 -0.53 2.59  0.1041
C: 1.77 -0.49 1.16  -0.3414
N: 1.04 -1.50 3.25  0.4846
O: 0.34 -2.28 2.58  -0.3955
O: 1.13 -1.58 4.49  -0.4296
H: 4.32 1.77 0.76  0.2254
H: 4.04 1.92 3.22  0.2085
H: 2.51 0.38 4.39  0.2364
H: 1.42 -1.40 0.67  0.2686
O: -2.00 2.88 2.83  -0.6325
C: -1.19 2.30 2.21  0.7773
N: -0.30 1.71 1.71  -0.7879

Values from the calculation:
Multiplicity: 1
HOMO (spin up / spin down) (hartree): -0.10641 / -0.10629
LUMO energy (spin up / spin down) (eV): 2.85 / 2.85
Total charge: -2

Molecular formula: C2H3F2P
Method: DFT, ωB97M-V with the def2-TZVPD basis set

Last column: natural (NBO) charge in e.
Cartesian coordinates (Å):
C: 0.38 -0.25 -0.24  -0.5264
C: -0.45 -0.07 0.73  -0.1421
F: -1.59 -2.45 3.24  -0.5894
F: -2.15 -0.29 3.97  -0.5908
P: -0.79 -1.10 3.65  1.2440
H: 0.40 0.43 -1.09  0.2128
H: 1.08 -1.07 -0.31  0.2162
H: -1.18 0.68 0.96  0.1757

Values from the calculation:
Energy above the lowest of the compared OMol25 structures with the same formula, charge and spin (eV): 2.888
Multiplicity: 1
HOMO (spin up / spin down) (hartree): -0.30666 / -0.33160
LUMO energy (spin up / spin down) (eV): -0.20 / -0.57
Total charge: 0

Molecular formula: C32H36BN9O6SW
Method: DFT, ωB97M-V with the def2-TZVPD basis set

Last column: Löwdin spin population.
Cartesian coordinates (Å):
W: 0.50 0.48 -0.50  0.7944
O: 2.19 -2.10 -0.42  -0.0013
C: 3.54 -1.72 -0.62  0.0000
C: 3.83 -0.36 0.03  -0.0011
N: 3.01 0.75 -0.50  -0.0084
C: 3.36 1.98 0.24  -0.0009
C: 2.11 2.74 0.75  0.0025
O: 2.23 3.72 1.45  0.0091
O: 1.00 2.22 0.37  0.0205
C: 3.29 0.89 -1.94  0.0033
C: 2.37 -0.06 -2.77  0.0026
O: 2.70 -0.46 -3.86  -0.0023
O: 1.26 -0.32 -2.17  0.0157
H: 2.10 -2.38 0.50  0.0000
H: 3.69 -1.70 -1.70  0.0000
H: 4.22 -2.45 -0.20  -0.0001
H: 4.89 -0.13 -0.09  -0.0004
H: 3.60 -0.46 1.10  0.0000
H: 3.97 2.66 -0.36  0.0001
H: 3.95 1.74 1.13  -0.0003
H: 4.34 0.69 -2.18  -0.0001
H: 3.05 1.91 -2.27  0.0004
C: -1.48 1.98 2.13  -0.0001
C: -2.12 1.75 0.80  0.0020
C: -3.39 2.14 0.38  0.0003
C: -3.50 1.70 -0.91  0.0012
N: -2.36 1.07 -1.26  0.0040
N: -1.51 1.10 -0.20  0.0038
B: -1.87 0.44 -2.60  0.0038
N: -1.38 -0.99 -2.25  0.0112
C: -1.68 -2.13 -2.87  0.0016
C: -1.35 -3.18 -2.05  0.0008
C: -0.82 -2.59 -0.90  -0.0002
C: -0.43 -3.31 0.35  -0.0008
N: -0.81 -1.26 -1.04  0.0016
N: -0.71 1.36 -3.07  0.0067
C: -0.55 1.95 -4.27  0.0036
C: 0.31 3.02 -4.12  -0.0004
C: 0.63 3.04 -2.76  0.0031
C: 1.38 4.12 -2.05  0.0006
N: 0.04 2.01 -2.15  -0.0018
N: -2.87 0.34 -3.74  0.0000
C: -4.16 0.69 -3.95  0.0000
C: -4.49 0.41 -5.25  0.0000
C: -3.32 -0.14 -5.81  0.0000
C: -3.11 -0.62 -7.19  0.0000
N: -2.38 -0.17 -4.88  0.0000
H: -2.13 2.60 2.74  0.0000
H: -1.31 1.03 2.64  -0.0002
H: -0.52 2.48 2.01  0.0001
H: -4.12 2.68 0.95  0.0001
H: -4.33 1.83 -1.58  0.0001
H: -2.11 -2.14 -3.86  0.0002
H: -1.46 -4.23 -2.24  0.0000
H: -1.31 -3.83 0.74  0.0000
H: 0.32 -4.06 0.13  0.0000
H: -0.08 -2.60 1.09  -0.0004
H: -1.02 1.57 -5.15  0.0002
H: 0.64 3.70 -4.87  -0.0001
H: 1.47 4.97 -2.71  0.0001
H: 0.83 4.42 -1.15  0.0000
H: 2.38 3.83 -1.73  0.0002
H: -4.79 1.10 -3.19  0.0000
H: -5.43 0.56 -5.74  0.0000
H: -4.02 -0.51 -7.77  0.0000
H: -2.31 -0.05 -7.68  0.0000
H: -2.80 -1.66 -7.19  0.0000
C: -1.23 -2.62 8.78  0.0007
C: 0.11 -3.20 8.56  0.0017
O: 0.47 -4.33 8.47  0.0001
S: 1.37 -1.79 8.41  0.0112
C: 1.22 -1.48 6.70  0.0210
C: 1.24 -0.14 6.27  -0.0036
C: 1.13 0.16 4.94  0.0173
C: 1.01 -0.88 3.97  0.0054
C: 1.00 -2.22 4.42  0.0177
C: 1.09 -2.52 5.76  -0.0031
C: 0.91 -0.57 2.62  0.0754
C: 0.73 -0.30 1.42  -0.0198
H: -1.94 -3.41 9.01  0.0001
H: -1.55 -2.10 7.88  0.0001
H: -1.21 -1.90 9.59  0.0001
H: 1.33 0.64 7.00  -0.0005
H: 1.11 1.18 4.61  0.0008
H: 0.92 -3.02 3.70  0.0008
H: 1.09 -3.55 6.08  -0.0005

Values from the calculation:
Energy above the lowest of the compared OMol25 structures with the same formula, charge and spin (eV): 0.000
Multiplicity: 2
HOMO (spin up / spin down) (hartree): -0.38542 / -0.39042
Expectation value of S²: 0.77
LUMO energy (spin up / spin down) (eV): -5.03 / -4.79
Total charge: +1

Molecular formula: C4H10O3
Method: DFT, ωB97M-V with the def2-TZVPD basis set

Last column: natural (NBO) charge in e.
Cartesian coordinates (Å):
C: -1.01 -2.64 -0.37  -0.2540
O: -0.62 -1.60 0.48  -0.7041
C: -0.61 0.36 -0.35  0.0660
C: 0.29 0.91 0.67  -0.0417
O: 1.24 -0.05 0.35  -0.7651
C: 0.82 2.31 0.42  -0.0719
O: 1.46 2.35 -0.83  -0.7251
H: -1.29 -3.52 0.22  0.1852
H: -0.23 -2.92 -1.09  0.1808
H: -1.90 -2.31 -0.93  0.1722
H: -0.22 0.43 -1.36  0.2128
H: -1.66 0.12 -0.23  0.1995
H: -0.13 0.81 1.69  0.1799
H: 0.37 -1.38 0.48  0.5335
H: 1.51 2.55 1.25  0.1696
H: 0.01 3.06 0.42  0.1757
H: 1.98 1.52 -0.83  0.4868

Values from the calculation:
Energy above the lowest of the compared OMol25 structures with the same formula, charge and spin (eV): 4.794
Multiplicity: 1
HOMO (spin up / spin down) (hartree): -0.33892 / -0.33894
LUMO energy (spin up / spin down) (eV): -0.39 / -0.39
Total charge: 0

Molecular formula: C29H48F5N2O4PRuS2Sb
Method: DFT, ωB97M-V with the def2-TZVPD basis set

Last column: Löwdin spin population.
Cartesian coordinates (Å):
Ru: -1.11 0.99 -0.53  2.1885
O: 0.53 -1.13 -0.83  0.1964
S: 1.16 0.06 -0.13  0.0179
O: 2.54 -0.12 0.14  0.0058
O: 0.29 0.33 1.05  0.0934
O: 0.91 1.22 -1.07  0.0193
C: 1.20 -0.01 -5.48  0.0044
C: 1.31 0.47 -4.04  0.0035
C: 1.19 1.99 -3.97  0.0003
C: 2.60 -0.02 -3.40  -0.0008
Sb: -0.48 -0.36 -2.86  0.1402
C: -0.55 -2.60 -3.25  0.0060
C: -1.48 -3.17 -2.18  0.0023
C: -1.08 -2.91 -4.64  0.0047
C: 0.86 -3.16 -3.09  -0.0003
C: -2.47 0.46 -3.97  0.1210
C: -3.57 -0.40 -3.38  0.0149
C: -2.32 0.31 -5.47  0.0218
C: -2.60 1.90 -3.51  0.0422
H: 2.10 0.31 -6.01  0.0011
H: 0.34 0.41 -5.99  0.0001
H: 1.16 -1.10 -5.54  0.0003
H: 2.03 2.43 -4.51  0.0000
H: 1.24 2.34 -2.94  0.0001
H: 0.27 2.34 -4.43  0.0000
H: 3.44 0.49 -3.88  -0.0003
H: 2.73 -1.09 -3.54  0.0000
H: 2.64 0.20 -2.34  0.0002
H: -2.50 -2.81 -2.31  0.0004
H: -1.11 -2.87 -1.20  0.0010
H: -1.50 -4.26 -2.23  -0.0001
H: -2.13 -2.64 -4.75  0.0002
H: -1.01 -3.99 -4.80  0.0012
H: -0.51 -2.42 -5.42  0.0003
H: 1.31 -2.83 -2.16  0.0004
H: 1.49 -2.86 -3.92  0.0000
H: 0.81 -4.25 -3.09  -0.0002
H: -3.56 -1.41 -3.80  0.0004
H: -4.55 0.04 -3.61  0.0022
H: -3.47 -0.46 -2.29  0.0094
H: -1.97 -0.68 -5.73  0.0029
H: -1.63 1.05 -5.87  0.0002
H: -3.29 0.46 -5.96  0.0091
H: -2.48 1.95 -2.42  0.0252
H: -3.59 2.29 -3.76  0.0024
H: -1.86 2.54 -3.99  0.0004
C: -4.86 2.20 -0.24  0.0010
C: -4.72 0.72 0.12  -0.0012
P: -3.00 0.39 0.67  0.0110
C: -2.88 -1.39 1.12  0.0093
C: -4.20 -2.08 1.45  0.0011
C: -2.87 1.27 2.28  0.0039
C: -3.87 0.89 3.37  -0.0004
H: -5.69 2.35 -0.93  0.0001
H: -3.94 2.56 -0.71  0.0013
H: -5.04 2.80 0.65  0.0000
H: -4.92 0.09 -0.75  -0.0002
H: -5.42 0.43 0.91  -0.0006
H: -2.19 -1.43 1.96  -0.0001
H: -2.40 -1.90 0.28  0.0037
H: -4.73 -1.59 2.26  0.0001
H: -3.99 -3.11 1.76  0.0002
H: -4.86 -2.12 0.58  0.0002
H: -2.94 2.33 2.06  -0.0004
H: -1.85 1.05 2.63  -0.0005
H: -4.90 1.03 3.04  0.0000
H: -3.71 1.52 4.24  0.0003
H: -3.75 -0.15 3.68  0.0000
N: 2.02 6.09 0.28  0.0098
C: 1.08 5.13 0.16  0.0085
C: 0.46 4.86 -1.07  0.0047
C: -0.50 3.88 -1.14  0.0138
N: -0.90 3.15 -0.08  0.0531
C: -0.30 3.41 1.10  0.0152
C: 0.65 4.38 1.27  0.0009
H: 2.37 6.57 -0.53  0.0002
H: 2.50 6.22 1.16  0.0003
H: 0.73 5.42 -1.95  0.0001
H: -1.00 3.69 -2.08  0.0026
H: -0.63 2.82 1.94  0.0014
H: 1.06 4.56 2.25  0.0001
F: 1.05 -7.99 -0.55  0.0278
C: 0.97 -6.75 -0.11  0.0827
C: 2.13 -6.01 0.10  -0.0127
F: 3.31 -6.56 -0.13  -0.0102
C: 2.04 -4.70 0.54  0.0679
F: 3.16 -4.02 0.70  0.0193
C: 0.81 -4.10 0.84  0.0515
S: 0.68 -2.50 1.47  0.6340
C: -0.34 -4.88 0.62  0.0659
F: -1.54 -4.37 0.88  0.0166
C: -0.27 -6.17 0.14  -0.0111
F: -1.39 -6.85 -0.10  -0.0096

Values from the calculation:
Energy above the lowest of the compared OMol25 structures with the same formula, charge and spin (eV): 0.850
Multiplicity: 5
HOMO (spin up / spin down) (hartree): -0.38236 / -0.40425
Expectation value of S²: 6.05
LUMO energy (spin up / spin down) (eV): -3.47 / -4.75
Total charge: +1

Molecular formula: CH4NO2P
Method: DFT, ωB97M-V with the def2-TZVPD basis set

Last column: natural (NBO) charge in e.
Cartesian coordinates (Å):
C: 0.92 0.49 0.02  -1.1613
P: -0.66 0.06 -0.46  1.3330
O: -1.11 0.83 -1.85  -0.6597
N: -1.08 0.35 -3.15  0.4224
O: -0.60 -0.72 -3.26  -0.2857
H: 1.70 -0.03 -0.56  0.2435
H: 0.92 0.46 1.10  0.2337
H: -1.03 -1.18 -0.80  -0.0944
H: -1.72 0.56 0.10  -0.0315

Values from the calculation:
Energy above the lowest of the compared OMol25 structures with the same formula, charge and spin (eV): 5.914
Multiplicity: 1
HOMO (hartree): -0.30355
LUMO energy (eV): -0.25
Total charge: 0

Molecular formula: C4H5NO
Method: DFT, ωB97M-V with the def2-TZVPD basis set

Last column: natural (NBO) charge in e.
Cartesian coordinates (Å):
C: 1.91 0.05 0.26  -0.6698
C: 0.40 -0.16 0.08  0.5743
N: -0.28 0.93 -0.13  -0.5345
C: -1.56 0.55 -0.34  -0.0607
C: -1.85 -0.75 -0.30  -0.0189
O: -0.30 -1.30 0.08  -0.4651
H: 2.54 -0.82 0.45  0.2288
H: 2.05 0.78 1.07  0.2473
H: 2.29 0.57 -0.64  0.2452
H: -2.35 1.25 -0.58  0.2148
H: -2.85 -1.11 0.06  0.2385

Values from the calculation:
Energy above the lowest of the compared OMol25 structures with the same formula, charge and spin (eV): 1.929
Multiplicity: 1
HOMO (hartree): -0.34516
LUMO energy (eV): 0.96
Total charge: 0

Molecular formula: C24H38N2
Method: DFT, ωB97M-V with the def2-TZVPD basis set

Last column: natural (NBO) charge in e.
Cartesian coordinates (Å):
C: 10.36 -0.39 -0.72  -0.6019
C: 8.96 -0.64 -0.18  -0.3883
C: 7.90 0.14 -0.95  -0.3976
H: 7.94 -0.15 -2.00  0.1888
H: 8.12 1.20 -0.89  0.2069
C: 6.50 -0.11 -0.39  -0.3977
C: 5.43 0.78 -1.03  -0.4021
C: 5.16 0.51 -2.51  -0.4074
H: 4.54 1.31 -2.91  0.2137
H: 6.10 0.52 -3.05  0.2492
C: 4.48 -0.84 -2.79  -0.2306
N: 3.13 -0.85 -2.27  -0.2382
C: 2.89 -1.30 -1.03  0.1142
C: 1.63 -1.25 -0.48  -0.1976
C: 0.56 -0.71 -1.21  0.0267
C: 0.85 -0.24 -2.50  -0.1943
C: 2.13 -0.33 -2.99  0.1031
H: 2.37 0.02 -3.99  0.2568
H: 0.08 0.16 -3.14  0.2554
C: -0.80 -0.66 -0.67  0.0267
C: -1.27 -1.63 0.22  -0.1950
C: -2.56 -1.56 0.70  0.1121
N: -3.40 -0.57 0.34  -0.2314
C: -2.96 0.38 -0.50  0.1041
C: -1.69 0.37 -1.02  -0.1931
H: -1.39 1.16 -1.68  0.2553
H: -3.66 1.16 -0.76  0.2567
C: -4.72 -0.49 0.90  -0.2317
H: -5.06 -1.49 1.17  0.2364
H: -5.40 -0.07 0.16  0.2416
C: -4.72 0.41 2.16  -0.3958
C: -6.09 0.44 2.83  -0.4026
C: -7.17 1.13 2.00  -0.4054
C: -8.50 1.27 2.76  -0.3923
C: -8.66 2.59 3.52  -0.3935
C: -7.72 2.76 4.70  -0.6110
H: -8.01 3.63 5.28  0.2282
H: -7.76 1.89 5.36  0.2042
H: -6.69 2.92 4.38  0.1846
H: -9.69 2.63 3.88  0.2166
H: -8.53 3.43 2.83  0.1974
H: -9.32 1.21 2.03  0.2186
H: -8.62 0.43 3.44  0.2008
H: -6.82 2.12 1.70  0.1994
H: -7.36 0.55 1.10  0.1907
H: -5.97 0.96 3.78  0.2367
H: -6.41 -0.58 3.06  0.2068
H: -3.98 0.02 2.86  0.2140
H: -4.42 1.42 1.88  0.2103
H: -2.95 -2.31 1.38  0.2551
H: -0.65 -2.46 0.52  0.2554
H: 1.48 -1.61 0.53  0.2552
H: 3.72 -1.71 -0.47  0.2593
H: 5.06 -1.64 -2.32  0.2396
H: 4.45 -1.01 -3.86  0.2421
H: 5.75 1.82 -0.93  0.2378
H: 4.49 0.70 -0.46  0.1803
H: 6.25 -1.17 -0.51  0.1741
H: 6.51 0.09 0.68  0.2224
H: 8.74 -1.71 -0.23  0.1938
H: 8.93 -0.35 0.87  0.2012
H: 11.09 -0.96 -0.16  0.2241
H: 10.61 0.66 -0.66  0.2081
H: 10.43 -0.69 -1.77  0.2034

Values from the calculation:
Energy above the lowest of the compared OMol25 structures with the same formula, charge and spin (eV): 0.176
Multiplicity: 1
HOMO (hartree): -0.54043
LUMO energy (eV): -7.93
Total charge: +2